C4H6Cl2O as an isolated structure in a non-equilibrium geometry. Source: the OMol25 dataset; level of theory: ωB97M-V/def2-TZVPD.

```
13
Properties=species:S:1:pos:R:3:mulliken_charge:R:1
C -0.946 0.445 -0.076 -0.03
C 0.672 -0.603 -0.591 0.36
C -1.687 -0.140 1.054 -0.86
C 1.835 0.289 -0.896 -0.56
O -0.600 -0.324 -1.293 -0.38
Cl 0.869 -1.922 0.416 -0.19
Cl 2.274 1.276 0.555 -0.18
H -0.789 1.540 -0.192 0.38
H -1.193 -1.071 1.283 0.20
H -2.605 -0.470 0.625 0.29
H -1.989 0.396 1.944 0.32
H 1.438 0.932 -1.748 0.30
H 2.721 -0.347 -1.081 0.35
```

The energy is -31334.053 eV. The molar mass comes out at 141.00 g mol⁻¹. The LUMO energy is 0.5 eV. The value obtained for the HOMO-LUMO gap is 8.6232 eV. The value obtained for the energy above the lowest of the compared OMol25 structures with the same formula, charge and spin is 324.7 kJ/mol.